1.
Molecular formula: C7H12N2
Method: DFT, ωB97M-V with the def2-TZVPD basis set

Atoms and positions in Å:
C  -0.695  -1.675  -0.870
C  -0.152  -0.298  -0.525
C  -1.120  0.826  -0.273
C  -0.996  0.248  1.286
C  0.383  0.092  0.840
C  0.764  1.500  0.435
C  -0.177  2.031  -0.252
H  -1.356  -2.323  -0.048
H  0.293  -2.275  -0.805
H  -1.221  -1.548  -1.763
H  1.509  0.623  -1.672
H  0.278  -0.436  -2.540
H  -2.081  1.071  -0.715
H  -1.057  1.136  2.013
H  -1.391  -0.727  1.636
H  1.763  -0.402  2.354
H  1.725  -1.492  1.076
H  1.686  1.937  0.779
H  -0.108  2.820  -0.936
N  0.880  -0.231  -1.650
N  1.071  -0.878  1.630

Frontier orbital gap ... 10.1313 eV
LUMO level ... 1.075 eV
Maximum force ... 6.19 eV Å⁻¹
ΔE to the lowest compared entry with this formula, charge and spin ... 95.5 kcal per mole

2.
Molecular formula: C7H12N2
Method: DFT, ωB97M-V with the def2-TZVPD basis set

Atoms and positions in Å:
C  -1.292  1.398  0.677
C  2.543  -0.826  0.657
C  -2.693  1.038  0.181
C  -0.237  0.493  0.122
C  -0.241  -0.849  -0.109
C  1.808  -0.273  -0.538
C  -0.828  -2.007  -0.289
N  1.014  0.940  -0.188
N  2.328  -0.427  -1.702
H  1.133  1.803  -0.714
H  1.804  0.041  -2.437
H  -1.256  1.326  1.769
H  -1.045  2.431  0.417
H  1.883  -0.895  1.520
H  2.928  -1.812  0.407
H  3.389  -0.177  0.892
H  -0.392  -2.931  0.072
H  -1.709  -2.124  -0.909
H  -2.966  0.029  0.487
H  -2.743  1.088  -0.906
H  -3.427  1.732  0.591

Frontier orbital gap ... 8.4173 eV
SMILES string ... [H]/N=C(/C)NC(=C=C)CC
LUMO level ... 0.470 eV
Maximum force ... 3.37 eV Å⁻¹
ΔE to the lowest compared entry with this formula, charge and spin ... 66.2 kcal per mole

3.
Molecular formula: C7H12N2
Method: DFT, ωB97M-V with the def2-TZVPD basis set

Atoms and positions in Å:
C  -4.272  0.186  0.237
C  -3.941  -1.009  0.618
C  0.066  -1.412  -0.290
C  -0.167  0.730  0.794
C  0.418  0.689  -1.625
C  2.043  -0.051  -0.012
C  0.532  -0.065  -0.245
N  -4.699  1.287  -0.035
N  -0.912  -1.863  0.374
H  -3.621  -1.994  0.340
H  0.835  -2.058  -0.775
H  0.535  1.363  1.300
H  -0.457  0.085  1.635
H  -1.120  1.250  0.434
H  1.017  0.257  -2.479
H  -0.561  0.567  -2.033
H  0.429  1.812  -1.505
H  2.399  -0.772  0.713
H  2.284  0.891  0.472
H  2.505  -0.216  -0.936
H  -1.471  -1.235  0.838

Frontier orbital gap (alpha / beta) ... 7.6784 / 7.6432 eV
LUMO level (alpha / beta) ... -2.098 / -2.074 eV
Maximum force ... 4.46 eV Å⁻¹
ΔE to the lowest compared entry with this formula, charge and spin ... 131.2 kcal per mole

4.
Molecular formula: C7H12N2
Method: DFT, ωB97M-V with the def2-TZVPD basis set

Atoms and positions in Å:
C  -2.217  -1.132  0.076
C  -0.764  -1.332  0.322
C  1.293  2.186  -0.533
C  -0.198  0.980  0.943
C  0.066  -0.508  1.239
C  0.267  -1.125  -0.649
C  0.130  0.272  -1.395
H  -2.488  -0.135  -0.357
H  -2.778  -1.126  1.010
H  -2.721  -1.868  -0.612
H  1.756  2.304  -1.471
H  1.723  2.686  0.372
H  -1.311  1.171  0.877
H  0.243  1.642  1.724
H  0.041  -0.742  2.326
H  1.614  -1.696  0.834
H  0.517  -1.830  -1.435
H  -0.944  0.387  -1.706
H  0.945  0.463  -2.081
N  0.405  1.233  -0.342
N  1.301  -0.847  0.414

Frontier orbital gap ... 5.2179 eV
LUMO level ... -0.137 eV
Maximum force ... 2.61 eV Å⁻¹
ΔE to the lowest compared entry with this formula, charge and spin ... 121.9 kcal per mole

5.
Molecular formula: C7H12N2O
Method: DFT, ωB97M-V with the def2-TZVPD basis set

Atoms and positions in Å:
C  -0.932  1.183  0.607
C  0.856  1.142  0.087
C  -0.513  -2.354  0.762
C  -0.263  1.857  -0.534
C  0.061  -2.718  -1.474
C  2.127  1.909  0.292
N  0.372  -2.313  -0.130
O  -0.809  1.579  1.932
C  -2.090  0.441  0.286
N  -3.090  0.008  -0.107
H  -1.675  1.664  2.349
H  1.048  0.075  0.136
H  -1.482  -2.843  0.639
H  -0.337  -1.808  1.682
H  -0.494  1.391  -1.499
H  -0.280  2.941  -0.524
H  -0.912  -3.225  -1.560
H  0.869  -3.376  -1.816
H  0.081  -1.830  -2.116
H  2.691  1.640  1.188
H  1.904  2.978  0.270
H  2.868  1.660  -0.471

Frontier orbital gap ... 8.2120 eV
SMILES string ... C[C@@H]1C[C@@]1(O)C#N.C=NC
LUMO level ... 0.332 eV
Maximum force ... 2.13 eV Å⁻¹
ΔE to the lowest compared entry with this formula, charge and spin ... 121.3 kcal per mole

6.
Molecular formula: C7H12N2O
Method: DFT, ωB97M-V with the def2-TZVPD basis set

Atoms and positions in Å:
C  1.707  -0.858  1.053
C  -0.177  0.771  0.458
C  1.203  0.231  0.152
N  -0.143  2.165  0.735
C  1.920  0.695  -0.868
O  -0.860  0.135  1.461
H  0.288  2.707  0.000
H  -1.063  2.524  0.961
H  1.112  -1.766  0.935
H  2.743  -1.096  0.819
H  1.635  -0.541  2.094
H  2.897  0.293  -1.090
H  1.564  1.466  -1.536
C  -1.181  0.591  -0.992
C  -0.985  -1.697  -1.019
C  -1.446  -2.315  -0.072
N  -2.428  0.786  -0.953
H  -2.847  0.384  -0.108
H  -0.638  0.955  -1.866
H  -0.379  -1.585  -1.891
H  -1.034  -0.798  1.171
H  -1.889  -3.048  0.555

Frontier orbital gap ... 8.7302 eV
SMILES string ... [H]/N=C\[C@@](N)(O)C(=C)C.C#C
LUMO level ... 0.334 eV
Maximum force ... 3.51 eV Å⁻¹
ΔE to the lowest compared entry with this formula, charge and spin ... 117.7 kcal per mole

7.
Molecular formula: C7H12N2O2
Method: DFT, ωB97M-V with the def2-TZVPD basis set

Atoms and positions in Å:
C  -0.290  0.514  -0.030
C  2.793  -1.511  0.650
C  -1.083  -1.600  0.426
C  -1.178  -0.777  1.667
C  0.606  3.048  -0.136
C  -0.780  -1.017  -2.028
C  0.143  1.613  -0.693
N  -0.766  -0.659  -0.611
N  -0.647  0.497  1.285
O  3.394  -1.372  -0.314
O  2.263  -1.523  1.673
H  -0.189  -2.239  0.465
H  -2.000  -2.101  0.126
H  -2.167  -0.750  2.049
H  -0.560  -1.224  2.502
H  1.775  3.065  -0.494
H  0.615  3.103  0.986
H  0.177  3.920  -0.612
H  -1.127  -2.045  -2.163
H  -1.402  -0.205  -2.533
H  0.244  -1.026  -2.474
H  0.248  1.431  -1.785
H  -0.071  0.858  2.045

Frontier orbital gap ... 7.4451 eV
SMILES string ... C/C=C1\NCCN1C.O=C=O
LUMO level ... 0.502 eV
Maximum force ... 4.27 eV Å⁻¹
ΔE to the lowest compared entry with this formula, charge and spin ... 47.9 kcal per mole

8.
Molecular formula: C7H12N2O5
Method: DFT, ωB97M-V with the def2-TZVPD basis set

Atoms and positions in Å:
C  0.656  -1.554  -0.250
C  -0.828  -1.026  -0.118
C  1.748  -0.882  -1.036
C  3.063  -0.467  -0.093
C  -2.023  0.986  0.657
C  -1.677  2.005  -0.480
C  -2.031  1.756  1.967
H  1.623  -3.212  -0.643
H  -0.109  -3.412  -0.428
H  1.207  -1.676  0.751
H  1.241  0.015  -1.594
H  1.889  -1.642  -1.707
H  3.507  1.080  -1.161
H  0.028  0.563  0.982
H  -2.916  0.405  0.351
H  -2.784  2.610  2.017
H  -2.181  1.185  2.973
H  -0.931  1.940  2.175
H  -1.198  1.642  -2.300
N  0.674  -2.855  -0.750
N  -0.843  0.093  0.785
O  -1.906  -1.409  -0.603
O  3.315  -1.121  0.906
O  3.767  0.566  -0.352
O  -1.559  3.197  -0.437
O  -1.732  1.214  -1.611

Frontier orbital gap ... 9.1601 eV
SMILES string ... C[C@H](NC(=O)[C@@H](N)CC(=O)O)C(=O)O
LUMO level ... -0.002 eV
Maximum force ... 5.60 eV Å⁻¹
ΔE to the lowest compared entry with this formula, charge and spin ... 72.3 kcal per mole

9.
Molecular formula: C7H12N2O5
Method: DFT, ωB97M-V with the def2-TZVPD basis set

Atoms and positions in Å:
C  -0.884  -1.355  -1.721
C  0.020  -1.490  -0.517
C  -0.250  -1.291  -3.076
C  0.896  -0.231  1.294
C  -0.385  -0.141  2.121
C  1.765  0.995  1.627
C  1.187  2.304  1.236
H  -2.180  0.141  -2.452
H  -2.218  -0.230  -0.806
H  -1.519  -2.261  -1.740
H  0.547  -0.540  -3.159
H  -0.994  -1.165  -3.944
H  0.364  -2.232  -3.191
H  -0.163  0.476  -0.511
H  1.133  -1.303  1.412
H  2.907  0.925  1.534
H  1.658  0.960  2.775
H  1.204  4.093  1.712
H  -2.244  -0.233  1.990
N  -1.651  -0.047  -1.565
N  0.463  -0.276  -0.106
O  0.257  -2.600  -0.042
O  -0.295  -0.135  3.295
O  0.055  2.479  0.870
O  1.850  3.393  1.571
O  -1.522  -0.237  1.393

Frontier orbital gap ... 10.1146 eV
SMILES string ... C[C@H](N)C(=O)N[C@@H](CC(=O)O)C(=O)O
LUMO level ... 0.548 eV
Maximum force ... 3.77 eV Å⁻¹
ΔE to the lowest compared entry with this formula, charge and spin ... 30.9 kcal per mole

10.
Molecular formula: C7H12N2O5
Method: DFT, ωB97M-V with the def2-TZVPD basis set

Atoms and positions in Å:
C  -0.669  -0.682  0.076
C  -0.324  0.274  1.191
C  0.587  -0.750  -0.907
C  0.295  -1.631  -2.192
C  1.398  -1.969  -2.980
C  -0.935  1.958  2.663
C  0.207  2.970  2.600
H  -2.497  -1.268  -0.791
H  -1.805  0.250  -1.361
H  -0.796  -1.631  0.615
H  1.412  -1.341  -0.427
H  0.910  0.325  -1.016
H  -0.293  -1.117  -2.975
H  -0.353  -2.548  -1.906
H  3.210  -2.366  -3.222
H  -1.898  1.307  0.818
H  -1.807  2.436  3.041
H  -0.738  1.090  3.355
H  1.316  1.607  2.136
N  -1.952  -0.356  -0.556
N  -1.208  1.205  1.546
O  0.777  0.022  1.794
O  1.220  -2.246  -4.217
O  2.601  -2.237  -2.413
O  -0.104  4.158  2.719
O  1.446  2.541  2.408

Frontier orbital gap ... 10.1107 eV
SMILES string ... N[C@@H](CCC(=O)O)C(=O)NCC(=O)O
LUMO level ... 0.172 eV
Maximum force ... 7.49 eV Å⁻¹
ΔE to the lowest compared entry with this formula, charge and spin ... 38.7 kcal per mole

11.
Molecular formula: C7H12N2O6
Method: DFT, ωB97M-V with the def2-TZVPD basis set

Atoms and positions in Å:
C  1.940  0.170  -0.387
C  0.499  -0.047  -0.879
C  2.769  -1.081  -0.681
C  2.497  -2.280  0.197
C  -1.861  0.364  -0.435
C  -2.383  1.677  -0.988
C  -2.736  -0.049  0.748
H  1.837  1.612  1.114
H  1.709  0.022  1.657
H  2.320  0.940  -1.059
H  3.846  -0.845  -0.545
H  2.590  -1.374  -1.716
H  1.298  -2.993  1.435
H  -0.237  0.822  0.849
H  -1.970  -0.362  -1.230
H  -3.806  0.021  0.466
H  -2.505  -1.085  1.031
H  -3.015  0.722  2.523
H  -1.881  3.380  -1.582
N  2.145  0.637  0.977
N  -0.482  0.384  -0.044
O  0.274  -0.557  -1.956
O  3.177  -3.269  0.228
O  1.370  -2.157  0.931
O  -3.540  1.887  -1.240
O  -2.430  0.869  1.796
O  -1.425  2.592  -1.213

Frontier orbital gap ... 9.7432 eV
SMILES string ... N[C@@H](CC(=O)O)C(=O)N[C@@H](CO)C(=O)O
LUMO level ... 0.352 eV
Maximum force ... 0.91 eV Å⁻¹
ΔE to the lowest compared entry with this formula, charge and spin ... 0.7 kcal per mole

12.
Molecular formula: C7H12N3
Method: DFT, ωB97M-V with the def2-TZVPD basis set

Atoms and positions in Å:
C  -0.460  1.884  0.851
C  -0.079  -1.612  0.291
C  -0.592  -0.562  1.292
C  0.529  -0.217  0.482
C  2.001  -0.038  0.669
C  -0.882  1.543  -2.016
C  -1.513  0.712  -0.963
N  -0.101  2.800  1.409
N  0.826  -2.566  0.710
N  -0.673  0.647  0.267
H  -0.663  -1.813  -0.539
H  -0.905  -0.393  2.296
H  2.501  0.150  -0.232
H  2.298  -1.005  1.168
H  2.266  0.605  1.467
H  -1.571  1.868  -2.786
H  -0.222  2.214  -1.594
H  -0.274  0.898  -2.684
H  -1.831  -0.174  -1.406
H  -2.466  1.162  -0.575
H  0.821  -3.393  0.229
H  0.991  -2.708  1.664

Frontier orbital gap ... 10.7046 eV
SMILES string ... CC[N@@+]1(C#N)[C@H]2[C@H](N)[C@]21C
LUMO level ... -3.102 eV
Maximum force ... 3.19 eV Å⁻¹
Net charge ... +1
ΔE to the lowest compared entry with this formula, charge and spin ... 146.9 kcal per mole